(1)
Entry from the Open Molecules 2025 dataset: a 2-piece molecular cluster, C3H13N3 overall in a non-equilibrium geometry (ωB97M-V with the def2-TZVPD basis set).

Geometry as ORCA input:
```
! wB97M-V def2-TZVPD RIJCOSX def2/J DEFGRID3
* xyz 0 1
C -2.638 -0.077 -1.612
N -1.657 -0.197 -0.515
C -1.354 1.107 0.031
H -2.866 -1.035 -2.083
H -2.354 0.636 -2.390
H -3.609 0.175 -1.175
H -0.940 -0.738 -0.980
H -2.085 1.378 0.788
H -0.388 1.092 0.547
H -1.208 1.905 -0.708
N 1.554 -0.982 -0.253
C 1.735 -0.601 1.155
N 2.371 0.711 1.326
H 1.273 -1.949 -0.192
H 0.754 -0.515 -0.659
H 2.354 -1.393 1.580
H 0.786 -0.574 1.696
H 2.707 0.999 0.407
H 3.277 0.586 1.757
*
```

Computed properties:
LUMO (Ha): 0.0391
Total energy (eV): -7791.0160

---

(2)
Entry from the Open Molecules 2025 dataset: a 2-piece molecular cluster, C3H13N3 overall in a non-equilibrium geometry (ωB97M-V with the def2-TZVPD basis set).

Geometry as ORCA input:
```
! wB97M-V def2-TZVPD RIJCOSX def2/J DEFGRID3
* xyz 0 1
C -1.596 -1.055 2.617
C -2.506 -0.544 1.520
N -1.842 -0.816 0.232
H -0.821 -0.348 3.075
H -2.241 -1.296 3.532
H -0.956 -1.869 2.367
H -3.589 -0.959 1.522
H -2.700 0.523 1.559
H -1.457 -1.732 0.196
H -2.439 -0.893 -0.592
N 2.184 -0.215 -2.016
C 2.720 1.119 -1.960
N 1.633 2.068 -1.718
H 2.496 -0.955 -1.336
H 1.278 -0.418 -2.408
H 3.468 1.196 -1.099
H 3.304 1.404 -2.743
H 1.066 1.796 -0.881
H 1.999 2.994 -1.870
*
```

Computed properties:
LUMO (Ha): 0.0378
Total energy (eV): -7790.6955

---

(3)
Entry from the Open Molecules 2025 dataset: C3H13N3 as an isolated structure in a non-equilibrium geometry (ωB97M-V with the def2-TZVPD basis set).

Geometry as ORCA input:
```
! wB97M-V def2-TZVPD RIJCOSX def2/J DEFGRID3
* xyz 0 1
C -1.411 -0.355 0.053
C -1.891 -0.827 -1.296
N -1.495 -1.312 1.067
H -1.061 -2.204 0.866
H -1.665 -1.000 2.013
H -1.926 0.556 0.347
H 0.654 -1.123 -0.616
H -2.960 -1.069 -1.277
H -1.368 -1.735 -1.610
H -1.731 -0.065 -2.055
C 1.087 1.028 1.067
N 2.207 0.634 0.371
N 2.462 1.431 -0.713
H 1.380 -0.902 -0.369
H 2.216 2.414 -0.613
H 3.397 1.285 -1.068
H 1.030 2.113 1.247
H 1.072 0.553 2.048
H 0.003 0.577 0.536
*
```

Computed properties:
LUMO (spin up / spin down) (Ha): 0.0344 / 0.0375
Total energy (eV): -7786.7819

---

What did the first record say?
Entry from the Open Molecules 2025 dataset: a 2-piece molecular cluster, C3H13N3 overall in a non-equilibrium geometry (ωB97M-V with the def2-TZVPD basis set).

Geometry as ORCA input:
```
! wB97M-V def2-TZVPD RIJCOSX def2/J DEFGRID3
* xyz 0 1
C -2.638 -0.077 -1.612
N -1.657 -0.197 -0.515
C -1.354 1.107 0.031
H -2.866 -1.035 -2.083
H -2.354 0.636 -2.390
H -3.609 0.175 -1.175
H -0.940 -0.738 -0.980
H -2.085 1.378 0.788
H -0.388 1.092 0.547
H -1.208 1.905 -0.708
N 1.554 -0.982 -0.253
C 1.735 -0.601 1.155
N 2.371 0.711 1.326
H 1.273 -1.949 -0.192
H 0.754 -0.515 -0.659
H 2.354 -1.393 1.580
H 0.786 -0.574 1.696
H 2.707 0.999 0.407
H 3.277 0.586 1.757
*
```

Computed properties:
LUMO (Ha): 0.0391
Total energy (eV): -7791.0160